(1)
A structure of composition C18H15NO4RuS. Source: the OMol25 dataset; level of theory: ωB97M-V/def2-TZVPD.

Spin multiplicity   6
Net charge   +3
Kohn-Sham gap (alpha / beta)   0.139 / 0.175 Ha
M   442.46 g mol⁻¹
LUMO energy (alpha / beta)   -0.388 / -0.528 Ha
Energy relative to the best compared isomer or geometry (same formula, charge and spin)   478.5 kJ/mol

Cartesian coordinates (Å):
Ru1 0.21 2.83 0.15
C1 0.51 1.22 1.20
O1 0.88 0.32 1.85
C2 1.86 2.72 -0.79
O2 2.79 2.66 -1.48
C3 1.04 3.83 1.56
O3 1.70 4.34 2.36
C4 -0.98 1.68 -1.25
O4 -1.94 1.45 -1.87
C5 -1.12 4.54 -0.23
H1 -2.11 4.34 -0.64
H2 -1.12 5.29 0.57
C6 0.01 4.50 -1.13
H3 0.84 5.19 -0.97
H4 -0.16 4.22 -2.17
N1 0.46 0.56 -1.47
S1 0.16 -1.05 -1.34
C7 1.41 -1.86 -0.31
C8 1.04 -2.51 0.86
C9 1.93 -3.36 1.53
C10 3.22 -3.54 1.01
C11 3.62 -2.84 -0.14
C12 2.72 -1.99 -0.79
C13 -1.37 -1.21 -0.35
C14 -2.00 -2.37 -0.79
C15 -3.21 -2.81 -0.26
C16 -3.83 -2.04 0.73
C17 -3.24 -0.85 1.17
C18 -2.03 -0.42 0.62
H5 0.79 0.79 -2.43
H6 0.03 -2.38 1.24
H7 1.60 -3.89 2.43
H8 3.92 -4.21 1.51
H9 4.64 -2.97 -0.54
H10 3.01 -1.42 -1.67
H11 -1.50 -2.92 -1.59
H12 -3.64 -3.74 -0.65
H13 -4.78 -2.38 1.15
H14 -3.73 -0.24 1.94
H15 -1.62 0.53 0.96

---

(2)
A structure of composition H2N2O2S. Source: the OMol25 dataset; level of theory: ωB97M-V/def2-TZVPD.

Kohn-Sham gap (alpha / beta)   0.282 / 0.299 Ha
M   94.09 g mol⁻¹
LUMO energy (alpha / beta)   -0.036 / -0.025 Ha
Energy relative to the best compared isomer or geometry (same formula, charge and spin)   453.4 kJ/mol

Cartesian coordinates (Å):
N1 0.89 1.03 -0.29
N2 1.29 -0.11 -0.12
O1 2.38 -0.56 -0.26
O2 -0.10 -1.19 0.31
S1 -1.33 -0.66 -0.08
H1 1.23 1.87 -0.79
H2 -2.01 -1.04 1.11

---

(3)
A cluster of 2 separate species, C3H8BrN2 in total. Source: the OMol25 dataset; level of theory: ωB97M-V/def2-TZVPD.

Net charge   +1
Kohn-Sham gap (alpha / beta)   0.297 / 0.297 Ha
M   152.02 g mol⁻¹
LUMO energy (alpha / beta)   -0.192 / -0.192 Ha
Energy relative to the best compared isomer or geometry (same formula, charge and spin)   272.8 kJ/mol

Cartesian coordinates (Å):
C1 -0.74 -0.16 0.22
C2 1.04 0.85 -2.10
C3 -0.94 -0.04 -1.13
N1 0.32 0.16 0.95
N2 -0.05 0.19 -2.12
Br1 -0.28 -1.26 4.28
H1 -1.61 -0.64 0.64
H2 1.68 1.25 -2.87
H3 -0.08 -1.82 5.48
H4 1.44 0.90 -1.10
H5 -1.90 -0.15 -1.52
H6 0.44 0.39 1.91
H7 1.02 0.56 0.37
H8 -0.33 -0.24 -3.02

---

(4)
The molecule C22H22N4O3S3. Source: the OMol25 dataset; level of theory: ωB97M-V/def2-TZVPD.

Kohn-Sham gap   0.296 Ha
M   486.64 g mol⁻¹
LUMO energy   0.003 Ha
Energy relative to the best compared isomer or geometry (same formula, charge and spin)   0.0 kJ/mol
SMILES   CC[C@H](C)NC(=O)CSc1nc2c(sc(=S)n2Cc2ccco2)c(=O)n1-c1ccccc1

Cartesian coordinates (Å):
C1 -5.23 -2.64 1.03
C2 -4.30 -1.82 0.15
C3 -2.88 -1.71 0.72
C4 -2.81 -0.89 2.00
N1 -2.00 -1.11 -0.27
C5 -1.06 -1.80 -0.94
O1 -0.83 -2.98 -0.77
C6 -0.27 -1.01 -1.98
S1 -0.45 0.80 -1.87
C7 1.02 1.25 -1.03
N2 2.05 0.48 -1.15
C8 3.17 0.90 -0.53
C9 3.26 2.08 0.18
S2 4.86 2.30 0.83
C10 5.37 0.77 0.11
S3 6.87 0.13 0.24
N3 4.34 0.20 -0.58
C11 4.45 -1.08 -1.26
C12 3.80 -2.16 -0.47
C13 4.22 -2.87 0.62
C14 3.15 -3.72 0.97
C15 2.15 -3.46 0.08
O2 2.54 -2.52 -0.79
C16 2.13 2.95 0.32
O3 2.05 4.00 0.90
N4 0.99 2.41 -0.35
C17 -0.23 3.16 -0.24
C18 -0.39 4.33 -0.95
C19 -1.57 5.05 -0.81
C20 -2.56 4.60 0.03
C21 -2.39 3.43 0.75
C22 -1.22 2.70 0.63
H1 -6.19 -2.76 0.54
H2 -5.40 -2.16 1.99
H3 -4.81 -3.63 1.21
H4 -4.23 -2.29 -0.83
H5 -4.70 -0.81 0.02
H6 -2.48 -2.72 0.90
H7 -3.23 0.10 1.84
H8 -1.78 -0.79 2.34
H9 -3.38 -1.37 2.79
H10 -2.17 -0.15 -0.50
H11 0.79 -1.24 -1.88
H12 -0.60 -1.31 -2.97
H13 3.95 -0.98 -2.23
H14 5.51 -1.28 -1.39
H15 5.18 -2.79 1.09
H16 3.13 -4.43 1.78
H17 1.16 -3.86 -0.04
H18 0.40 4.68 -1.60
H19 -1.70 5.97 -1.37
H20 -3.48 5.16 0.14
H21 -3.16 3.08 1.42
H22 -1.06 1.80 1.19

---

(5)
A cluster of 3 separate species, C4H7NO2 in total. Source: the OMol25 dataset; level of theory: ωB97M-V/def2-TZVPD.

Kohn-Sham gap   0.325 Ha
M   101.10 g mol⁻¹
LUMO energy   -0.028 Ha
Energy relative to the best compared isomer or geometry (same formula, charge and spin)   808.2 kJ/mol

Cartesian coordinates (Å):
O1 -2.33 0.31 1.13
N1 -1.14 0.97 1.33
C1 -0.27 0.67 0.45
C2 1.20 0.95 0.39
C3 1.00 -0.44 -0.19
C4 -0.30 -0.25 -0.86
O2 -0.87 -1.39 -1.13
H1 -2.90 0.70 1.80
H2 1.73 1.03 1.34
H3 1.49 1.72 -0.32
H4 1.01 -1.24 0.55
H5 1.30 -1.69 -1.35
H6 -0.26 0.52 -1.66
H7 0.42 -1.94 -1.47

---

(6)
A structure of composition C30H57AlBrCl7N2NaO13. Source: the OMol25 dataset; level of theory: ωB97M-V/def2-TZVPD.

Net charge   +1
Kohn-Sham gap   0.047 Ha
M   1031.83 g mol⁻¹
LUMO energy   -0.252 Ha

Cartesian coordinates (Å):
C1 1.57 -0.70 0.78
C2 0.97 0.69 0.52
C3 2.05 1.75 0.72
C4 1.86 3.12 0.02
C5 0.41 3.63 0.21
N1 -0.36 3.85 -1.01
C6 -1.21 2.71 -1.37
N2 2.67 4.05 0.92
C7 4.03 3.85 0.38
O1 5.01 3.58 0.98
C8 3.80 4.10 -1.09
C9 5.05 4.21 -1.98
C10 5.40 3.07 -2.94
C11 4.78 3.26 -4.33
C12 5.23 2.16 -5.30
O2 5.68 2.71 -6.57
C13 5.72 1.76 -7.58
C14 5.95 2.33 -8.95
O3 5.61 0.60 -7.35
C15 2.54 3.25 -1.42
C16 2.70 1.83 -1.99
H1 0.80 -1.39 1.11
H2 2.30 -0.64 1.59
H3 2.06 -1.09 -0.11
H4 0.18 0.83 1.26
H5 0.53 0.68 -0.48
H6 3.04 1.33 0.51
H7 2.06 1.99 1.79
H8 0.52 4.58 0.75
H9 -0.14 2.98 0.89
H10 -0.98 4.63 -0.83
H11 -1.89 2.41 -0.57
H12 -0.65 1.86 -1.76
H13 -1.85 3.05 -2.19
H14 2.48 5.03 0.72
H15 3.39 5.12 -1.08
H16 5.90 4.35 -1.31
H17 4.99 5.14 -2.56
H18 5.21 2.08 -2.55
H19 6.49 3.11 -3.11
H20 5.19 4.22 -4.69
H21 3.70 3.38 -4.30
H22 6.02 1.55 -4.88
H23 4.38 1.50 -5.47
H24 5.16 1.95 -9.60
H25 5.92 3.42 -8.98
H26 6.89 1.95 -9.34
H27 1.97 3.83 -2.15
H28 3.43 1.21 -1.47
H29 1.73 1.36 -2.04
H30 3.04 1.89 -3.02
C17 -2.34 -1.47 2.27
Cl1 -2.67 -0.63 0.73
Cl2 -3.86 -1.69 3.14
Cl3 -1.60 -3.03 1.92
Cl4 -1.24 -0.50 3.25
Al1 1.34 4.45 2.82
C18 -8.02 -6.38 3.86
C19 -7.56 -7.34 2.78
O4 -7.03 -6.64 1.66
C20 -5.80 -6.15 1.86
O5 -5.16 -6.29 2.87
O6 -5.44 -5.45 0.79
C21 -4.20 -4.75 0.97
H31 -8.73 -5.67 3.44
H32 -8.49 -6.89 4.70
H33 -7.12 -5.81 4.27
H34 -8.42 -7.90 2.41
H35 -6.83 -8.05 3.16
H36 -3.40 -5.43 1.28
H37 -4.33 -3.96 1.70
H38 -3.93 -4.32 0.01
C22 4.80 5.02 4.56
O7 3.58 5.57 4.35
H39 4.79 4.12 5.22
H40 5.33 4.66 3.65
H41 5.52 5.70 5.06
Br1 -7.22 -3.81 4.10
O8 1.28 -0.44 5.40
H42 0.58 -0.61 4.76
Na1 6.65 4.72 -6.06
C23 -2.16 -1.07 11.47
O9 -1.41 -0.02 10.86
C24 -0.80 -0.36 9.72
O10 -0.86 -1.45 9.21
O11 -0.14 0.69 9.26
C25 0.57 0.47 8.03
H43 -2.59 -0.65 12.37
H44 -2.96 -1.40 10.81
H45 -1.52 -1.91 11.72
H46 -0.11 0.20 7.23
H47 1.32 -0.31 8.16
H48 1.05 1.41 7.79
O12 -2.90 -4.61 -1.96
C26 -3.58 -4.79 -2.93
O13 -3.00 -4.69 -4.15
C27 -3.67 -5.08 -5.35
C28 -4.53 -3.97 -5.91
C29 -5.06 -5.06 -2.83
H49 -4.23 -6.01 -5.20
H50 -2.86 -5.31 -6.05
H51 -5.34 -3.71 -5.23
H52 -4.97 -4.28 -6.86
H53 -3.93 -3.08 -6.08
H54 -5.59 -4.11 -2.77
H55 -5.24 -5.61 -1.90
H56 -5.47 -5.65 -3.64
C30 -0.34 2.25 -5.21
Cl5 0.31 0.68 -4.73
Cl6 -2.09 2.28 -5.03
Cl7 0.42 3.55 -4.28
H57 -0.12 2.40 -6.26

---

(7)
A structure of composition C10H14F6INO10PS3. Source: the OMol25 dataset; level of theory: ωB97M-V/def2-TZVPD.

Net charge   -1
Kohn-Sham gap   0.311 Ha
M   676.29 g mol⁻¹
LUMO energy   0.058 Ha

Cartesian coordinates (Å):
O1 -1.92 -0.24 -0.44
C1 -1.12 0.35 0.27
O2 0.14 -0.07 0.46
C2 -1.43 1.68 0.92
C3 -1.56 2.71 -0.23
C4 -0.17 3.24 -0.56
C5 -0.06 3.85 -1.96
O3 1.11 4.73 -2.07
S1 2.50 4.07 -1.54
O4 3.46 5.11 -1.80
O5 2.76 2.97 -2.73
C6 2.20 1.68 -2.42
C7 0.69 1.53 -2.73
C8 0.00 2.84 -3.10
P1 -1.60 2.44 -4.04
O6 -1.97 0.93 -3.54
I1 -3.44 3.78 -3.12
H1 0.14 -1.02 0.25
H2 -2.37 1.56 1.44
H3 -0.63 1.96 1.59
H4 -2.25 3.48 0.06
H5 -1.94 2.14 -1.07
H6 0.54 2.44 -0.40
H7 0.08 4.02 0.16
H8 -0.89 4.55 -2.08
H9 2.42 1.42 -1.39
H10 2.74 0.98 -3.04
H11 0.21 1.07 -1.88
H12 0.60 0.81 -3.54
H13 0.62 3.29 -3.88
H14 -1.97 0.81 -2.58
C9 -1.88 -4.47 1.52
F1 -2.78 -3.68 0.93
F2 -2.53 -5.31 2.32
F3 -1.26 -5.18 0.57
S2 -0.69 -3.43 2.46
O7 -1.49 -2.75 3.44
O8 -0.06 -2.60 1.47
N1 0.21 -4.61 3.00
S3 1.46 -4.27 3.91
O9 1.16 -3.77 5.22
O10 2.56 -3.65 3.21
C10 2.00 -6.00 4.18
F4 2.30 -6.61 3.03
F5 1.06 -6.72 4.79
F6 3.09 -6.02 4.94

---

(8)
A cluster of 2 separate species, C2F2N2O2 in total. Source: the OMol25 dataset; level of theory: ωB97M-V/def2-TZVPD.

Kohn-Sham gap   0.358 Ha
M   122.03 g mol⁻¹
LUMO energy   -0.121 Ha
Energy relative to the best compared isomer or geometry (same formula, charge and spin)   407.9 kJ/mol

Cartesian coordinates (Å):
C1 1.44 -0.13 0.25
C2 0.12 0.47 0.09
N1 2.41 -0.64 0.55
N2 -1.11 -0.40 0.18
O1 -0.82 -1.52 -0.14
O2 -2.18 0.05 0.47
F1 -0.08 1.71 0.49
F2 0.22 0.47 -1.90

---

(9)
A cluster of 2 separate species, C2H9NSi in total. Source: the OMol25 dataset; level of theory: ωB97M-V/def2-TZVPD.

Kohn-Sham gap   0.305 Ha
M   75.19 g mol⁻¹
LUMO energy   0.002 Ha
Energy relative to the best compared isomer or geometry (same formula, charge and spin)   410.0 kJ/mol

Cartesian coordinates (Å):
C1 -1.57 -0.70 0.01
C2 -0.88 0.75 -0.26
N1 0.25 1.22 0.32
Si1 2.29 -0.18 0.04
H1 -1.16 -1.59 -0.49
H2 -1.56 -1.02 1.07
H3 -2.72 -0.68 -0.33
H4 -0.75 0.66 -1.34
H5 -1.64 1.52 -0.22
H6 0.10 1.28 1.28
H7 3.24 0.86 -0.64
H8 1.61 -1.29 -0.73
H9 2.78 -0.84 1.28

---

(10)
The molecule C5H7NS. Source: the OMol25 dataset; level of theory: ωB97M-V/def2-TZVPD.

Kohn-Sham gap   0.353 Ha
M   113.18 g mol⁻¹
LUMO energy   0.036 Ha
Energy relative to the best compared isomer or geometry (same formula, charge and spin)   270.2 kJ/mol
SMILES   C1[C@@H]2S[C@@H]2[C@H]2CN12

Cartesian coordinates (Å):
C1 0.82 -0.18 1.07
C2 -0.75 -0.48 1.07
S1 -0.94 -2.14 0.42
C3 -1.15 -0.41 -0.34
C4 0.00 -0.06 -1.26
C5 0.55 1.23 -0.91
N1 1.23 0.18 -0.38
H1 1.05 0.61 1.76
H2 1.37 -1.07 1.52
H3 -1.29 -0.13 1.99
H4 -2.25 -0.24 -0.69
H5 0.26 -0.68 -2.12
H6 -0.01 1.81 -0.27
H7 1.12 1.57 -1.86

---

(11)
A cluster of 2 separate species, CHOS in total. Source: the OMol25 dataset; level of theory: ωB97M-V/def2-TZVPD.

Net charge   -1
Kohn-Sham gap (alpha / beta)   0.253 / 0.253 Ha
M   61.09 g mol⁻¹
LUMO energy (alpha / beta)   0.140 / 0.140 Ha
Energy relative to the best compared isomer or geometry (same formula, charge and spin)   427.8 kJ/mol

Cartesian coordinates (Å):
C1 0.02 0.20 0.01
O1 0.49 -1.70 0.00
S1 -1.46 0.78 0.00
H1 0.95 0.73 0.00